(1)
C42H89FO22P4S3 | ωB97M-V/def2-TZVPD

Max |F|, eV/A: 4.87
E, eV: -162428.52294
Orbital gap, eV: 9.55
LUMO level, eV: 0.15

Last column: Mulliken charge in e.
Element x y z (Å)
C  28.503  12.199  12.409  -1.377
C  27.334  12.449  13.322  -0.116
O  26.812  13.774  13.085  -0.354
P  25.316  14.034  13.525  1.061
O  24.389  12.884  13.600  -0.864
O  25.560  14.708  14.960  -0.064
C  26.274  15.935  15.104  -0.057
C  27.078  15.946  16.371  -1.297
O  24.858  15.191  12.656  -0.241
C  24.325  14.862  11.276  -0.228
C  24.357  16.195  10.473  -1.262
H  28.198  12.306  11.363  0.316
H  29.359  12.800  12.687  0.301
H  28.868  11.222  12.516  0.447
H  26.467  11.764  13.168  0.314
H  27.701  12.363  14.361  0.235
H  26.777  16.117  14.214  0.619
H  25.535  16.705  15.185  0.132
H  26.410  15.744  17.177  0.177
H  27.895  15.243  16.517  0.332
H  27.450  16.928  16.714  0.352
H  25.033  14.121  10.773  0.257
H  23.365  14.395  11.493  0.442
H  24.179  15.968  9.450  0.422
H  23.559  16.827  10.891  0.209
H  25.274  16.701  10.698  0.391
C  20.021  10.115  14.543  -0.612
C  20.093  8.858  15.382  -0.384
O  19.971  9.283  16.662  0.328
P  20.188  8.286  17.857  0.256
O  19.901  6.916  17.536  -0.834
O  21.703  8.523  18.225  -0.049
C  22.420  7.579  19.065  -0.195
C  23.518  8.339  19.674  -1.183
O  19.401  8.812  19.097  -0.417
C  19.474  10.268  19.309  0.704
C  18.790  10.542  20.604  -1.386
H  20.783  10.808  14.796  -0.062
H  20.126  9.866  13.445  0.458
H  19.032  10.672  14.560  0.151
H  19.221  8.257  15.099  0.247
H  20.994  8.224  15.191  0.331
H  21.828  6.997  19.810  0.343
H  22.847  6.889  18.280  0.198
H  23.215  9.139  20.301  0.321
H  24.082  7.596  20.270  0.399
H  24.215  8.640  18.890  0.275
H  20.510  10.571  19.266  0.141
H  18.868  10.762  18.521  0.053
H  19.360  10.204  21.479  0.346
H  18.679  11.624  20.595  0.330
H  17.821  9.963  20.718  0.298
C  13.441  14.809  8.768  -1.417
C  13.627  15.199  10.202  0.152
O  13.409  14.025  11.052  -0.253
P  13.794  14.113  12.632  0.580
O  15.153  14.589  12.912  -0.351
O  12.602  14.952  13.289  -0.272
C  11.196  14.574  13.013  -0.238
C  10.355  15.862  12.818  -1.128
O  13.477  12.628  13.043  -0.406
C  14.627  11.680  13.411  0.127
C  15.034  10.945  12.151  -1.151
H  13.981  13.948  8.450  0.351
H  12.389  14.544  8.660  0.339
H  13.825  15.549  8.094  0.406
H  14.712  15.501  10.380  0.082
H  13.004  16.003  10.600  0.280
H  11.011  13.937  12.103  0.267
H  10.909  13.942  13.924  0.309
H  10.553  16.223  11.781  0.256
H  9.303  15.498  12.751  0.362
H  10.386  16.543  13.638  0.332
H  15.366  12.319  13.845  0.028
H  14.190  10.996  14.161  0.293
H  15.669  11.500  11.520  0.237
H  15.504  9.981  12.379  0.433
H  14.090  10.679  11.671  0.329
C  25.317  13.437  21.815  -1.165
C  24.984  14.825  21.280  0.189
O  24.960  15.820  22.361  -0.252
P  23.786  15.938  23.385  0.815
O  23.545  14.826  24.268  -0.766
O  24.176  17.312  24.042  -0.416
C  24.427  18.426  23.151  0.211
C  25.554  19.331  23.578  -1.366
O  22.572  16.418  22.406  -0.148
C  21.468  15.549  22.139  -0.012
C  20.283  15.889  23.024  -1.408
H  25.348  12.782  20.944  0.403
H  26.323  13.319  22.356  0.277
H  24.484  13.190  22.559  0.305
H  25.780  15.135  20.558  0.207
H  24.030  14.793  20.749  0.073
H  24.541  18.022  22.076  0.147
H  23.520  18.986  23.099  0.263
H  25.645  20.014  22.731  0.366
H  25.358  19.876  24.429  0.368
H  26.551  18.889  23.689  0.312
H  21.314  15.482  21.062  0.286
H  21.767  14.570  22.496  0.310
H  19.417  15.279  22.786  0.388
H  20.640  15.649  23.999  0.362
H  20.063  16.985  23.052  0.295
F  19.255  13.163  15.927  -0.289
C  20.305  13.097  16.808  1.290
C  20.138  13.192  18.169  -1.008
C  21.262  13.058  18.954  -0.928
C  22.499  12.819  18.449  -1.220
C  22.657  12.807  17.056  -1.174
C  21.553  12.954  16.222  -0.617
H  19.159  13.341  18.594  0.911
H  21.042  13.009  20.051  0.701
H  23.335  12.624  19.053  1.193
H  23.656  12.852  16.625  0.456
H  21.667  12.994  15.106  0.560
C  15.920  16.995  16.331  -0.445
C  15.727  15.485  16.327  -0.672
C  17.034  14.933  16.986  0.359
S  17.506  16.111  18.197  0.868
O  18.745  16.753  17.755  -0.606
O  17.401  15.510  19.536  -0.740
C  16.253  17.286  17.792  -0.718
H  15.138  17.544  15.858  0.537
H  16.851  17.266  15.765  0.016
H  15.552  15.065  15.361  0.060
H  14.985  15.095  16.986  0.453
H  17.814  14.977  16.274  -0.555
H  16.920  13.973  17.475  0.523
H  16.743  18.299  17.947  0.421
H  15.408  17.143  18.477  0.355
C  19.093  15.335  12.817  0.260
C  18.320  14.237  12.023  0.177
C  18.690  14.317  10.458  -1.019
S  20.135  15.369  10.451  1.150
O  20.169  16.167  9.242  -0.740
O  21.212  14.538  10.881  -0.561
C  19.670  16.360  11.872  -1.033
H  19.947  14.853  13.340  -0.127
H  18.502  15.834  13.575  0.206
H  17.230  14.414  12.013  -0.409
H  18.542  13.271  12.401  0.353
H  18.016  14.874  9.846  0.400
H  19.037  13.325  10.167  0.472
H  18.963  17.040  11.415  0.408
H  20.567  16.850  12.223  0.478
C  21.299  19.057  16.058  -0.705
C  20.962  17.579  15.647  0.600
C  22.130  16.640  15.967  1.101
S  23.189  17.530  17.096  0.923
O  24.288  18.105  16.267  -0.761
O  23.459  16.811  18.270  -0.355
C  22.085  18.937  17.337  -1.233
H  20.395  19.694  16.266  0.352
H  21.943  19.630  15.304  0.321
H  20.615  17.488  14.632  -0.056
H  20.146  17.263  16.321  -0.320
H  22.868  16.312  15.150  -0.259
H  21.765  15.711  16.390  -0.645
H  22.689  19.773  17.573  0.603
H  21.547  18.693  18.151  0.490

(2)
C42H92N8O8 | ωB97M-V/def2-TZVPD

Max |F|, eV/A: 2.94
E, eV: -73342.25870
Orbital gap, eV: 8.84
LUMO level, eV: 0.28

Last column: Mulliken charge in e.
Element x y z (Å)
C  11.430  10.303  19.893  0.173
O  10.854  10.665  20.934  -0.610
N  11.259  9.205  19.127  0.182
C  12.190  8.878  18.066  -0.846
C  10.233  8.220  19.384  -0.992
H  12.338  10.847  19.505  0.242
H  12.717  7.959  18.381  0.243
H  12.953  9.618  17.922  0.342
H  11.578  8.657  17.173  0.278
H  10.640  7.371  19.929  0.184
H  9.438  8.677  19.964  0.378
H  9.847  7.907  18.426  0.426
C  11.725  10.262  24.295  0.268
O  12.293  10.829  25.216  -0.632
N  11.571  8.920  24.370  0.260
C  10.822  8.176  23.370  -0.466
C  12.090  8.175  25.448  -0.595
H  11.210  10.721  23.389  0.243
H  10.545  8.883  22.596  0.207
H  9.883  7.721  23.766  0.172
H  11.549  7.420  23.035  0.078
H  13.054  7.667  25.193  -0.107
H  12.168  8.816  26.352  0.446
H  11.469  7.307  25.694  0.011
C  18.026  6.040  18.857  0.104
O  16.910  5.893  18.383  -0.600
N  18.440  6.974  19.778  0.109
C  19.712  6.809  20.528  -0.710
C  17.436  7.795  20.417  -0.974
H  18.927  5.439  18.662  0.285
H  20.101  5.861  20.189  0.383
H  19.496  6.829  21.610  0.091
H  20.357  7.668  20.263  0.290
H  17.107  7.345  21.355  0.223
H  17.817  8.800  20.580  0.421
H  16.604  8.004  19.766  0.392
C  17.278  2.116  19.378  -0.078
O  17.832  3.151  19.686  -0.492
N  16.099  1.949  18.812  0.187
C  15.619  0.590  18.569  -0.840
C  15.307  3.148  18.565  0.175
H  17.806  1.187  19.585  0.319
H  16.230  -0.151  19.072  0.389
H  15.596  0.412  17.510  0.254
H  14.616  0.549  18.999  0.236
H  15.944  4.005  18.654  -0.406
H  14.828  3.121  17.554  0.086
H  14.485  3.065  19.299  0.243
C  14.470  6.345  21.011  -0.480
O  13.621  7.196  21.043  -0.780
N  14.723  5.482  21.965  0.568
C  15.910  4.631  21.943  -0.146
C  14.018  5.598  23.241  -0.486
H  15.069  6.060  20.144  0.823
H  16.645  4.993  22.675  -0.189
H  16.384  4.734  20.985  -0.074
H  15.612  3.573  22.103  0.313
H  12.993  5.203  23.229  0.448
H  14.541  5.051  23.982  0.336
H  13.958  6.629  23.623  -0.270
C  18.075  6.925  25.095  -1.799
C  17.003  7.411  25.993  2.933
C  16.296  6.102  26.568  0.264
C  16.696  5.770  28.004  -0.624
C  18.149  6.109  28.239  -1.455
C  18.408  7.679  28.117  1.354
N  17.407  8.176  27.143  -0.157
O  17.908  9.433  26.640  -0.498
C  18.132  8.361  29.455  -1.843
C  19.904  8.024  27.691  -1.638
C  16.006  8.219  25.144  -1.916
H  18.667  7.710  24.640  0.529
H  17.681  6.305  24.300  -0.109
H  18.813  6.319  25.648  0.242
H  15.209  6.218  26.497  -1.099
H  16.605  5.263  26.001  0.372
H  16.531  4.739  28.252  0.376
H  15.944  6.272  28.666  0.401
H  18.718  5.493  27.541  0.379
H  18.465  5.702  29.207  0.579
H  18.624  7.913  30.321  0.341
H  18.462  9.374  29.385  0.441
H  17.058  8.359  29.598  0.429
H  20.154  9.033  27.959  0.372
H  20.585  7.375  28.141  0.431
H  19.971  7.914  26.617  0.377
H  16.575  8.876  24.475  0.413
H  15.410  8.875  25.772  0.694
H  15.319  7.574  24.618  -0.264
H  17.129  9.965  26.783  0.376
C  9.578  0.029  17.267  -1.875
C  10.640  1.089  16.705  1.357
C  10.397  1.089  15.165  -1.093
C  11.033  2.290  14.543  -0.488
C  10.479  3.576  15.172  -1.420
C  10.778  3.623  16.675  1.770
N  10.150  2.411  17.274  0.138
O  10.401  2.434  18.627  -0.464
C  12.263  3.969  16.935  -1.588
C  9.966  4.891  17.114  -1.990
C  12.057  0.652  17.096  -1.312
H  9.722  -0.109  18.358  0.366
H  9.655  -0.942  16.724  0.355
H  8.598  0.508  17.168  0.492
H  10.769  0.177  14.681  0.403
H  9.272  1.186  15.030  0.325
H  10.808  2.366  13.449  0.358
H  12.158  2.250  14.654  0.247
H  9.391  3.660  14.961  0.411
H  10.976  4.448  14.731  0.366
H  12.898  3.311  16.355  0.325
H  12.407  5.006  16.601  0.321
H  12.494  4.050  18.003  0.372
H  10.128  5.094  18.199  0.413
H  10.337  5.842  16.639  0.342
H  8.907  4.850  16.901  0.467
H  12.184  -0.385  16.744  0.417
H  12.042  0.743  18.211  0.401
H  12.744  1.333  16.548  0.199
H  9.522  2.600  18.965  0.372
C  14.073  3.113  26.745  -1.740
C  12.751  3.593  27.265  1.823
C  12.022  4.496  26.225  0.462
C  10.602  4.782  26.597  -0.482
C  9.809  3.489  26.743  -1.477
C  10.457  2.546  27.806  1.550
N  11.933  2.394  27.471  0.134
O  12.535  1.477  28.371  -0.484
C  10.189  3.031  29.272  -1.682
C  9.747  1.202  27.650  -2.051
C  13.199  4.469  28.534  -1.398
H  14.686  2.728  27.579  0.452
H  14.635  3.870  26.194  -0.082
H  13.927  2.238  26.060  0.456
H  12.658  5.374  26.159  -0.808
H  11.971  4.028  25.215  0.259
H  10.172  5.443  25.802  0.347
H  10.504  5.268  27.570  0.254
H  9.693  2.931  25.817  0.405
H  8.774  3.648  27.068  0.463
H  9.202  2.781  29.644  0.464
H  10.876  2.555  29.995  0.311
H  10.330  4.109  29.374  0.304
H  9.938  0.835  26.631  0.456
H  10.146  0.443  28.309  0.426
H  8.679  1.293  27.852  0.413
H  13.801  5.297  28.144  0.169
H  13.810  3.844  29.175  0.542
H  12.383  4.944  29.110  0.245
H  12.883  0.810  27.787  0.344